Entry 1:
Computed, not measured: 2 unconnected molecules or ions with the total composition C5H13NO in a non-equilibrium geometry, with wB97M-V/def2-TZVPD.

The geometry in XYZ format:
```
20
Properties=species:S:1:pos:R:3
N 0.202 -0.205 -0.866
C -0.459 -1.418 -0.460
C -1.652 -1.105 0.346
C -1.322 0.310 0.888
C -0.384 0.878 -0.142
C 0.689 1.843 0.494
H 0.042 0.020 -1.947
H -0.837 -2.059 -1.292
H 0.256 -2.046 0.137
H -1.794 -1.752 1.214
H -2.520 -1.071 -0.392
H -0.962 0.218 2.020
H -2.307 0.867 1.028
H -1.151 1.495 -0.720
H 1.192 2.614 -0.110
H 1.509 1.223 0.855
H 0.135 2.262 1.371
H 3.605 -1.118 -0.400
H 2.395 -0.449 -0.922
O 3.364 -0.508 -1.101
```

The calculation puts the largest force on an atom at 4.32 eV/Å. The energy above the lowest of the compared OMol25 structures with the same formula, charge and spin is 158.7 kJ/mol. As for the HOMO energy: -0.33921 hartree. The HOMO-LUMO gap comes out at 10.0 eV. The value obtained for the LUMO energy is 0.8 eV. As for the structure (SMILES): C[C@@H]1CCCN1.O.

=====

Entry 2:
Computed, not measured: 8 unconnected molecules or ions with the total composition C3H21NO10 in a non-equilibrium geometry, with wB97M-V/def2-TZVPD.

The geometry in XYZ format:
```
35
Properties=species:S:1:pos:R:3
O 1.366 -0.195 -2.709
C 0.320 -0.819 -2.680
O -0.455 -0.860 -3.772
C -0.247 -1.549 -1.490
C 0.495 -2.825 -1.039
O 0.451 -2.941 0.369
N -1.722 -1.518 -1.627
H -0.142 -0.299 -4.461
H -0.077 -1.009 -0.522
H 1.532 -2.531 -1.239
H 0.287 -3.714 -1.638
H -0.418 -2.767 0.675
H -1.907 -2.252 -2.285
H -2.281 -1.371 -0.820
H 0.929 1.498 -2.594
H 0.526 2.871 -3.473
O 0.257 2.211 -2.820
H 1.517 2.009 3.427
H 1.019 2.084 1.783
O 1.546 1.636 2.504
H 1.901 -1.297 1.799
H 2.270 0.164 2.427
O 2.528 -0.777 2.348
H 1.316 -0.453 4.062
H 1.051 -1.708 3.536
O 0.730 -1.137 4.214
H -2.138 -1.030 2.612
H -3.136 -0.352 1.599
O -2.207 -0.527 1.802
H -0.472 3.056 0.570
H -0.626 3.489 1.971
O 0.083 3.381 1.333
H -0.918 2.752 -1.672
H -1.808 3.838 -1.236
O -1.570 2.941 -0.954
```

The calculation puts the largest force on an atom at 3.32 eV/Å. The energy above the lowest of the compared OMol25 structures with the same formula, charge and spin is 139.5 kJ/mol. As for the HOMO energy: -0.35250 hartree. The HOMO-LUMO gap comes out at 9.8 eV. The value obtained for the LUMO energy is 0.2 eV. As for the structure (SMILES): N[C@@H](CO)C(=O)O.O.O.O.O.O.O.O.

=====

Entry 3:
Computed, not measured: 2 unconnected molecules or ions with the total composition C7H15N2O in a non-equilibrium geometry, with wB97M-V/def2-TZVPD.

The geometry in XYZ format:
```
25
Properties=species:S:1:pos:R:3
C 3.258 0.275 -0.649
C -1.204 -0.855 -1.623
C -1.657 0.525 -0.941
C -0.563 -1.740 -0.587
C -0.743 0.665 0.286
C 0.210 1.854 0.384
C 0.510 -1.137 1.747
N 3.887 1.244 -0.449
N 0.177 -0.737 0.304
O 2.718 -0.738 -0.728
H -2.051 -1.328 -2.057
H -0.445 -0.619 -2.419
H -1.654 1.395 -1.680
H -2.632 0.286 -0.599
H -1.319 -2.299 -0.005
H 0.221 -2.389 -0.981
H -1.346 0.488 1.198
H -0.157 2.677 1.024
H 0.456 2.276 -0.735
H 1.154 1.568 0.748
H -0.063 -0.499 2.426
H 0.226 -2.105 1.923
H 1.536 -0.956 2.025
H 1.077 -0.630 -0.199
H 4.877 1.563 -0.553
```

The calculation puts the largest force on an atom at 10.20 eV/Å. Its spin multiplicity is 3. The energy above the lowest of the compared OMol25 structures with the same formula, charge and spin is 257.1 kJ/mol. As for the HOMO energy (alpha / beta): -0.31943 / -0.56763 hartree. The HOMO-LUMO gap (alpha / beta) comes out at 6.3 / 7.7 eV. The value obtained for the LUMO energy (alpha / beta) is -2.4 / -7.7 eV. Its total charge is +1. The expectation value of S² is 2.01.

=====

Entry 4:
Computed, not measured: a single C8H12N3O7PS molecule in a non-equilibrium geometry, with wB97M-V/def2-TZVPD.

The geometry in XYZ format:
```
32
Properties=species:S:1:pos:R:3
C -0.199 1.037 3.961
C -0.828 -0.383 3.725
O -1.387 -0.898 4.647
N -0.688 -1.044 2.402
O -1.911 -0.997 1.740
P -1.683 -0.936 0.095
O -0.521 -1.745 -0.370
O -3.035 -1.661 -0.527
O -1.705 0.600 -0.484
C -0.410 1.237 -0.455
C -0.124 2.006 -1.801
S -0.714 1.063 -3.289
C 0.570 1.463 -4.509
N 0.624 2.411 -5.445
N 1.864 2.214 -6.002
C 2.488 1.212 -5.412
O 1.675 0.666 -4.416
C -0.258 -2.463 2.621
C 1.254 -2.745 2.368
O -1.058 -3.289 2.925
H -0.152 1.603 2.997
H -0.795 1.629 4.697
H 0.847 0.885 4.321
H -2.704 -1.979 -1.393
H -0.448 2.030 0.344
H 0.448 0.551 -0.267
H 0.996 2.052 -1.891
H -0.513 3.050 -1.789
H 3.493 0.785 -5.568
H 1.827 -2.965 3.298
H 1.694 -1.834 1.878
H 1.353 -3.558 1.601
```

The calculation puts the largest force on an atom at 3.40 eV/Å. The energy above the lowest of the compared OMol25 structures with the same formula, charge and spin is 146.0 kJ/mol. As for the HOMO energy: -0.36110 hartree. The HOMO-LUMO gap comes out at 9.8 eV. The value obtained for the LUMO energy is 0.0 eV. As for the structure (SMILES): CC(=O)N(O[P@@](=O)(O)OCCSc1nnco1)C(C)=O.

=====

Entry 5:
Computed, not measured: a single C5H12N2 molecule in a non-equilibrium geometry, with wB97M-V/def2-TZVPD.

The geometry in XYZ format:
```
19
Properties=species:S:1:pos:R:3
C -0.632 1.731 0.987
C -0.188 0.937 -0.230
C 0.060 -0.590 -0.301
C -0.496 -1.385 -1.241
N -0.325 -2.782 -1.361
C 1.035 -0.946 0.655
N 0.442 2.696 1.372
H -1.668 2.179 0.969
H -0.760 0.998 1.814
H -0.980 1.087 -0.981
H 0.556 1.391 -0.904
H -1.033 -0.977 -1.921
H -0.862 -3.059 -2.295
H 0.740 -2.976 -1.633
H 1.691 -0.082 0.724
H 1.702 -1.749 0.416
H 0.664 -1.358 1.743
H -0.001 3.316 2.203
H 0.452 3.341 0.570
```

The calculation puts the largest force on an atom at 6.47 eV/Å. The energy above the lowest of the compared OMol25 structures with the same formula, charge and spin is 303.8 kJ/mol. As for the HOMO energy: -0.29683 hartree. The HOMO-LUMO gap comes out at 9.0 eV. The value obtained for the LUMO energy is 0.9 eV. As for the structure (SMILES): C/C(=C\N)CCN.

=====

Entry 6:
Computed, not measured: a gas-phase ion, C16H27N2O2 (charge +1), with wB97M-V/def2-TZVPD.

The geometry in XYZ format:
```
47
Properties=species:S:1:pos:R:3
C 5.557 1.850 0.528
H 5.155 2.604 -0.144
H 6.028 2.361 1.363
C 4.472 0.914 1.046
N 3.969 0.061 -0.021
C 3.434 -1.214 0.379
C 2.014 -1.106 0.960
N 1.097 -0.491 -0.031
C 0.756 -1.386 -1.166
H 1.418 -1.179 -2.007
H 0.882 -2.425 -0.861
C -0.698 -1.172 -1.615
O -0.818 0.174 -2.005
H -1.715 0.354 -2.309
C -1.706 -1.533 -0.510
H -1.603 -2.592 -0.234
O -1.478 -0.705 0.617
C -2.594 -0.600 1.505
C -3.790 0.045 0.853
C -3.631 1.233 0.148
C -4.717 1.830 -0.467
C -5.971 1.249 -0.375
C -6.135 0.067 0.327
C -5.047 -0.538 0.934
H -5.177 -1.461 1.479
H -7.110 -0.388 0.401
H -6.819 1.718 -0.849
H -4.586 2.753 -1.012
H -2.652 1.687 0.083
H -2.851 -1.595 1.889
H -2.227 0.014 2.331
H -2.725 -1.375 -0.887
H -0.884 -1.844 -2.468
C 1.639 0.826 -0.464
C 3.085 0.698 -0.968
H 3.459 1.696 -1.195
H 3.115 0.122 -1.898
H 0.990 1.224 -1.243
H 1.609 1.493 0.400
H 0.178 -0.326 0.434
H 1.632 -2.085 1.249
H 2.032 -0.466 1.845
H 4.089 -1.664 1.126
H 3.426 -1.871 -0.496
H 4.911 0.261 1.802
H 3.678 1.504 1.531
H 6.312 1.279 -0.004
```

The calculation puts the largest force on an atom at 0.99 eV/Å. The energy above the lowest of the compared OMol25 structures with the same formula, charge and spin is 99.3 kJ/mol. As for the HOMO energy: -0.43189 hartree. The HOMO-LUMO gap comes out at 9.6 eV. The value obtained for the LUMO energy is -2.2 eV. Its total charge is +1. As for the structure (SMILES): CCN1CC[NH+](C[C@H](O)COCc2ccccc2)CC1.

=====

Entry 7:
Computed, not measured: a molecular structure, Cl2H2NO3P in a non-equilibrium geometry, with wB97M-V/def2-TZVPD.

The geometry in XYZ format:
```
9
Properties=species:S:1:pos:R:3
N 1.077 1.076 0.466
O 0.623 -0.333 -1.657
O -1.778 0.663 0.079
O 0.138 -1.379 0.549
P 0.305 -0.073 -0.321
Cl -3.028 -0.497 -0.296
Cl 0.869 -2.753 -0.124
H 1.009 1.928 -0.032
H 0.785 1.369 1.336
```

The calculation puts the largest force on an atom at 5.88 eV/Å. The energy above the lowest of the compared OMol25 structures with the same formula, charge and spin is 173.2 kJ/mol. As for the HOMO energy: -0.35628 hartree. The HOMO-LUMO gap comes out at 8.3 eV. The value obtained for the LUMO energy is -1.4 eV.

=====

Entry 8:
Computed, not measured: 6 unconnected molecules or ions with the total composition H12O6, with wB97M-V/def2-TZVPD.

The geometry in XYZ format:
```
18
Properties=species:S:1:pos:R:3
H -0.094 -0.154 0.241
H -1.437 0.360 -0.253
H 0.771 1.495 4.176
H 0.046 2.162 3.018
H 1.178 -4.323 -1.022
H 1.723 -3.614 0.206
H 2.445 0.822 -3.172
H 2.882 -0.532 -2.638
H 0.206 2.031 -0.718
H 0.142 3.130 -1.766
H -4.792 -0.719 -0.247
H -4.091 -2.067 -0.284
O -1.018 -0.066 0.504
O 0.773 2.294 3.637
O 1.908 -3.768 -0.727
O 2.237 0.170 -2.493
O 0.564 2.901 -0.930
O -4.337 -1.354 0.317
```

The calculation puts the largest force on an atom at 0.33 eV/Å. The energy above the lowest of the compared OMol25 structures with the same formula, charge and spin is 177.4 kJ/mol. As for the HOMO energy: -0.41188 hartree. The HOMO-LUMO gap comes out at 11.5 eV. The value obtained for the LUMO energy is 0.3 eV. As for the structure (SMILES): O.O.O.O.O.O.

=====

Entry 9:
Computed, not measured: 3 unconnected molecules or ions with the total composition C14H27BrN5O7P2 in a non-equilibrium geometry, with wB97M-V/def2-TZVPD.

The geometry in XYZ format:
```
56
Properties=species:S:1:pos:R:3
C 6.087 1.986 -2.258
C 4.439 1.795 -2.458
C 3.757 3.190 -1.932
N 3.216 2.978 -0.534
N 2.048 3.771 -0.448
C 0.876 3.085 -0.254
N 1.050 1.589 -0.122
C -0.425 1.208 0.102
P -0.670 -0.663 0.381
C -0.623 -0.880 2.317
C -2.369 -1.291 -0.246
C -2.391 -1.606 -1.881
N -1.375 2.384 0.081
P -3.139 2.293 0.331
O -3.636 3.992 0.483
Br -4.240 1.589 -1.551
N -0.567 3.523 -0.144
H 6.247 2.165 -1.107
H 6.381 2.940 -2.873
H 6.580 0.998 -2.649
H 4.136 1.607 -3.575
H 4.056 0.883 -1.806
H 4.517 4.105 -1.862
H 2.815 3.448 -2.617
H 3.902 3.245 0.207
H 2.038 4.809 -0.561
H -1.322 -0.085 2.837
H -0.876 -1.995 2.635
H 0.505 -0.654 2.637
H -2.529 -2.357 0.266
H -3.271 -0.632 0.112
H -2.626 -0.664 -2.534
H -3.194 -2.451 -2.087
H -1.336 -2.057 -2.168
H -4.532 4.039 0.927
H -0.878 4.535 -0.196
C -3.040 -6.702 -3.763
C -2.578 -5.456 -4.446
O -3.060 -4.425 -3.605
C -3.225 -4.970 -2.365
O -3.466 -4.327 -1.357
O -3.084 -6.327 -2.399
H -2.353 -7.539 -3.913
H -4.044 -7.005 -4.079
H -1.486 -5.388 -4.498
H -2.988 -5.358 -5.455
C 1.615 0.849 5.706
C 0.343 1.569 6.018
O -0.655 0.615 5.709
C -0.069 -0.615 5.797
O -0.678 -1.672 5.759
O 1.285 -0.508 5.933
H 2.439 1.161 6.352
H 1.917 0.969 4.660
H 0.263 1.835 7.078
H 0.217 2.472 5.415
```

The calculation puts the largest force on an atom at 8.89 eV/Å. As for the HOMO energy: -0.41705 hartree. The HOMO-LUMO gap comes out at 7.5 eV. The value obtained for the LUMO energy is -3.8 eV. Its total charge is +1.

=====

Entry 10:
Computed, not measured: a molecular structure, C11H15BF4N4RuS, with wB97M-V/def2-TZVPD.

The geometry in XYZ format:
```
37
Properties=species:S:1:pos:R:3
Ru -0.930 -0.247 0.599
C -1.777 2.570 -4.312
C -1.828 1.048 -4.307
N -0.691 0.439 -3.636
C -0.566 0.257 -2.313
S -1.924 0.655 -1.278
N 0.595 -0.224 -1.906
N 0.670 -0.359 -0.551
C 1.831 -0.535 -0.008
C 3.108 -0.611 -0.775
C 1.812 -0.618 1.459
C 2.953 -0.847 2.210
C 2.847 -0.929 3.590
C 1.607 -0.783 4.183
C 0.503 -0.548 3.379
N 0.607 -0.460 2.052
H -2.647 2.975 -4.832
H -0.879 2.928 -4.818
H -1.778 2.956 -3.293
H -1.842 0.662 -5.326
H -2.738 0.699 -3.820
H 0.148 0.264 -4.167
H 2.923 -0.398 -1.822
H 3.550 -1.607 -0.692
H 3.831 0.108 -0.384
H 3.907 -0.964 1.718
H 3.728 -1.110 4.192
H 1.479 -0.849 5.253
H -0.487 -0.427 3.791
F -3.978 1.211 3.224
B -2.764 0.613 3.052
F -2.755 -0.030 1.712
F -1.694 1.517 3.016
F -2.519 -0.397 3.982
C -1.318 -1.961 0.328
H -0.790 -2.645 -0.341
H -2.198 -2.354 0.844
```

The calculation puts the largest force on an atom at 0.22 eV/Å. As for the HOMO energy: -0.30590 hartree. The HOMO-LUMO gap comes out at 7.3 eV. The value obtained for the LUMO energy is -1.0 eV.

=====

Entry 11:
Computed, not measured: a molecular structure, C14H33Al2BBrCaCl3F9N5NaO8P2 in a non-equilibrium geometry, with wB97M-V/def2-TZVPD.

The geometry in XYZ format:
```
80
Properties=species:S:1:pos:R:3
C 5.141 -3.719 0.729
C 4.666 -2.461 -0.015
N 4.850 -1.289 0.472
C 3.877 -2.637 -1.398
N 2.457 -2.824 -0.987
C 1.864 -4.002 -0.718
N 2.379 -5.265 -0.769
N 0.562 -3.795 -0.331
C 0.442 -2.453 -0.416
P -1.202 -1.657 0.030
O -2.328 -2.774 -0.261
Br -1.061 -1.418 2.293
N 1.572 -1.823 -0.831
O 1.797 -0.520 -1.050
H 4.224 -4.251 1.082
H 5.714 -4.385 0.056
H 5.681 -3.410 1.643
H 4.426 -0.621 -0.187
H 4.006 -1.685 -1.956
H 4.255 -3.479 -2.004
H 3.058 -5.566 -1.456
H 1.986 -5.895 -0.072
H -3.187 -2.310 -0.321
H 1.622 -0.061 -0.204
O 7.359 -0.063 2.007
H 6.556 -0.476 1.658
Na 2.292 -7.722 -0.255
C -1.723 0.951 -4.377
C -1.986 0.653 -2.909
O -1.742 -0.723 -2.638
H -2.360 0.334 -5.011
H -1.915 2.002 -4.597
H -0.689 0.719 -4.643
H -3.024 0.864 -2.654
H -1.339 1.263 -2.266
H -0.811 -0.909 -2.861
O -2.599 5.077 2.336
P -3.328 4.213 3.359
O -4.432 3.577 2.322
C -4.042 2.559 1.407
C -3.833 1.221 2.097
O -4.259 5.406 3.987
C -3.869 6.782 3.931
C -4.510 7.473 2.745
O -3.944 3.227 4.578
C -3.010 2.785 5.585
C -2.453 3.944 6.389
H -3.137 2.863 0.869
H -4.846 2.472 0.676
H -2.952 1.252 2.747
H -3.684 0.427 1.363
H -4.688 0.968 2.724
H -2.780 6.882 3.914
H -4.213 7.252 4.855
H -4.301 6.950 1.810
H -4.155 8.500 2.656
H -5.596 7.488 2.858
H -2.202 2.222 5.107
H -3.546 2.100 6.242
H -1.844 4.606 5.759
H -1.823 3.580 7.202
H -3.259 4.547 6.805
C 5.709 -3.200 -5.185
Cl 7.309 -3.621 -5.774
Cl 4.910 -4.584 -4.482
Cl 5.811 -1.866 -3.972
H 5.111 -2.835 -6.019
B -1.700 -4.947 -2.601
F -1.884 -5.164 -1.207
F -0.460 -5.528 -2.983
F -2.741 -5.542 -3.316
F -1.662 -3.554 -2.862
Ca 7.623 -0.705 -2.755
F 2.834 -2.529 -5.058
Al 1.678 -1.294 -4.567
F 2.566 0.060 -3.922
F 0.651 -1.934 -3.321
F 0.745 -0.806 -5.912
F -0.605 5.777 1.529
Al -0.012 5.302 3.303
```

The calculation puts the largest force on an atom at 9.76 eV/Å. As for the HOMO energy: -0.52924 hartree. The HOMO-LUMO gap comes out at 1.5 eV. The value obtained for the LUMO energy is -12.9 eV. Its total charge is +3.

=====

Entry 12:
Computed, not measured: a single C4H9NO molecule, with wB97M-V/def2-TZVPD.

The geometry in XYZ format:
```
15
Properties=species:S:1:pos:R:3
C 1.422 1.360 0.930
C 0.113 1.426 0.148
N -0.184 0.200 -0.571
C -0.796 -0.853 0.040
O -1.175 -0.805 1.200
C -1.002 -2.084 -0.824
H 1.625 2.319 1.420
H 2.266 1.129 0.271
H 1.359 0.586 1.700
H -0.720 1.607 0.833
H 0.135 2.245 -0.579
H 0.169 0.086 -1.507
H -0.513 -2.026 -1.801
H -2.075 -2.234 -0.976
H -0.623 -2.956 -0.284
```

The calculation puts the largest force on an atom at 0.35 eV/Å. The energy above the lowest of the compared OMol25 structures with the same formula, charge and spin is 17.2 kJ/mol. As for the HOMO energy: -0.35341 hartree. The HOMO-LUMO gap comes out at 10.5 eV. The value obtained for the LUMO energy is 0.9 eV. As for the structure (SMILES): CCNC(C)=O.

=====

Question: largest force on an atom of number 5 (C5H12N2)?
Answer: 6.47 eV/Å